Entry 1:
92
Properties=species:S:1:pos:R:3:forces:R:3:lowdin_charge:R:1 method="wB97M-V/def2-TZVPD" lumo_ev="-1.53 / -1.53" e_tot_ha=-2051.43323 orbital_gap_ev="7.2 / 7.2"
Au 0.1772 -0.3931 -0.4654 0.0341 -0.0543 0.0226 1.397
C 1.2651 -3.5000 -2.8684 -0.0138 -0.0459 -0.0050 -0.056
C 2.2781 -2.3862 -2.5964 -0.0084 0.0302 0.0008 -0.358
C 1.8991 -1.0897 -3.3166 -0.0539 -0.0354 0.0199 -0.061
C 2.5542 -2.1888 -1.1317 0.0736 0.0271 -0.0462 -0.226
C 3.7303 -2.5180 -0.4673 -0.0451 -0.0958 0.0381 0.055
C 3.5824 -2.1083 0.8495 0.0255 0.0294 -0.0216 -0.195
C 4.6905 -2.1203 1.8689 0.0021 0.0008 0.0008 -0.339
C 4.4112 -2.8420 3.1850 -0.0009 -0.0200 -0.0106 -0.052
C 5.1947 -0.6909 2.0905 -0.0164 -0.0027 -0.0002 -0.039
N 2.3523 -1.5775 0.9779 0.0441 0.0191 0.0285 0.055
N 1.7390 -1.6296 -0.2327 -0.0897 -0.0304 0.0493 -0.036
B 1.6092 -0.8523 2.1635 0.0244 -0.0293 -0.0859 -0.509
N 1.6003 0.6540 1.7439 -0.0158 0.0380 0.0513 0.052
N 1.4007 0.9954 0.4306 -0.0799 -0.1318 0.0439 -0.001
C 1.5619 2.3231 0.3130 0.0383 0.0421 -0.0165 -0.234
C 1.8288 2.8367 1.5720 0.0130 -0.0215 0.0318 0.058
C 1.8261 1.7600 2.4554 0.0206 0.0295 -0.0325 -0.177
C 1.9676 1.8419 3.9536 -0.0001 0.0099 -0.0051 -0.335
C 3.3193 1.3729 4.4948 -0.0027 0.0034 0.0021 -0.058
C 0.8028 1.1698 4.6846 0.0037 -0.0040 -0.0033 -0.041
C 1.7030 3.0655 -0.9847 -0.0077 0.0068 -0.0300 -0.352
C 0.5777 2.8772 -1.9922 0.0084 0.0062 -0.0029 -0.061
C 3.0553 2.6956 -1.6081 -0.0145 -0.0042 -0.0085 -0.050
N 0.1382 -1.2913 2.3264 0.0193 0.0722 0.1417 0.023
N -0.7857 -0.3151 2.0624 -0.0136 0.0206 0.0234 0.078
C -1.9687 -0.7895 2.3979 -0.0170 -0.0418 0.0245 -0.269
C -1.8341 -2.0975 2.9047 0.0057 -0.0007 -0.0034 0.037
C -0.4876 -2.3804 2.8565 -0.0228 -0.0581 -0.0970 -0.206
C 0.1566 -3.6524 3.3317 -0.0001 0.0069 0.0108 -0.344
C 0.8976 -3.4432 4.6544 0.0145 0.0145 -0.0075 -0.047
C 1.0257 -4.3353 2.2773 -0.0015 0.0073 -0.0123 -0.045
C -3.2078 0.0485 2.2253 -0.0230 -0.0421 0.0492 -0.371
C -4.2875 -0.3573 3.2248 -0.0041 -0.0177 0.0198 -0.073
C -2.8886 1.5377 2.3276 -0.0126 0.0098 -0.0111 -0.071
H 1.2258 -3.6989 -3.9402 0.0065 -0.0095 -0.0004 0.083
H 0.2678 -3.2192 -2.5384 0.0352 0.0021 0.0006 0.044
H 1.5463 -4.4225 -2.3588 0.0155 -0.0063 -0.0021 0.083
H 3.2396 -2.7196 -2.9966 0.0061 0.0348 -0.0177 0.133
H 0.8977 -0.7457 -3.0452 0.0264 -0.0095 -0.0305 0.037
H 1.8884 -1.2610 -4.3936 0.0111 0.0018 -0.0033 0.088
H 2.6160 -0.2941 -3.1068 -0.0050 0.0039 -0.0015 0.068
H 4.5951 -2.9952 -0.8966 0.0051 0.0083 0.0003 0.123
H 5.4897 -2.6754 1.3701 0.0085 0.0093 0.0039 0.135
H 3.6742 -2.3189 3.7886 -0.0014 0.0120 0.0131 0.045
H 5.3356 -2.8959 3.7619 0.0014 -0.0108 -0.0022 0.085
H 4.0573 -3.8599 3.0192 -0.0116 0.0076 -0.0038 0.083
H 4.4106 -0.0650 2.5140 0.0107 -0.0124 -0.0100 0.045
H 5.5140 -0.2408 1.1494 0.0011 -0.0011 -0.0010 0.088
H 6.0415 -0.6900 2.7787 0.0011 0.0014 0.0020 0.088
H 2.2677 -1.0000 3.1427 -0.0100 0.0306 0.0228 0.096
H 2.0249 3.8678 1.8144 -0.0020 -0.0013 0.0064 0.122
H 1.9020 2.9151 4.1546 0.0004 -0.0024 0.0039 0.136
H 3.4201 0.2895 4.4363 -0.0052 0.0034 0.0012 0.058
H 3.4036 1.6561 5.5449 -0.0007 -0.0029 0.0023 0.084
H 4.1496 1.8289 3.9538 -0.0019 0.0008 0.0029 0.084
H 0.8328 0.0851 4.5780 0.0059 -0.0075 -0.0021 0.067
H -0.1565 1.5120 4.2979 -0.0080 -0.0015 -0.0081 0.075
H 0.8574 1.4057 5.7486 -0.0036 0.0030 -0.0034 0.086
H 1.7379 4.1212 -0.7035 -0.0117 -0.0005 -0.0046 0.137
H 0.5588 1.8620 -2.3921 -0.0038 0.0158 0.0074 0.053
H 0.7303 3.5531 -2.8344 0.0076 -0.0108 -0.0129 0.090
H -0.3936 3.0947 -1.5505 0.0125 0.0110 -0.0033 0.079
H 3.0689 1.6365 -1.8748 0.0026 0.0128 0.0040 0.061
H 3.8777 2.8825 -0.9167 -0.0015 -0.0021 0.0015 0.083
H 3.2248 3.2769 -2.5154 0.0005 0.0002 0.0002 0.083
H -2.6075 -2.7564 3.2631 -0.0092 0.0002 -0.0191 0.110
H -0.6844 -4.3215 3.5318 0.0036 0.0041 0.0234 0.136
H 1.7132 -2.7286 4.5418 0.0042 0.0008 -0.0038 0.049
H 1.3190 -4.3843 5.0134 0.0033 0.0027 -0.0029 0.082
H 0.2193 -3.0566 5.4159 0.0010 -0.0035 0.0030 0.085
H 1.8977 -3.7364 2.0226 0.0005 -0.0185 0.0193 0.047
H 0.4591 -4.5100 1.3610 0.0042 0.0097 -0.0059 0.086
H 1.3811 -5.2979 2.6503 -0.0141 -0.0050 -0.0046 0.083
H -3.6026 -0.1479 1.2231 0.0164 0.0134 -0.0736 0.121
H -3.9382 -0.2102 4.2503 -0.0083 0.0018 -0.0070 0.086
H -4.5757 -1.4007 3.1012 0.0090 -0.0202 -0.0017 0.055
H -5.1824 0.2492 3.0782 0.0030 0.0176 0.0130 0.079
H -2.4743 1.7707 3.3120 -0.0128 -0.0057 0.0078 0.073
H -3.7999 2.1247 2.1972 0.0051 0.0011 -0.0104 0.079
H -2.1641 1.8404 1.5740 0.0058 -0.0068 0.0045 0.052
O -1.3923 0.3616 -2.8484 0.0543 0.1157 -0.0685 0.000
C -1.8566 0.9103 -1.8762 -0.1949 -0.1687 -0.0097 -0.519
O -1.3918 0.8298 -0.6527 0.0867 0.1112 0.0033 -0.222
H -2.7665 1.5279 -1.9144 0.0403 0.0484 -0.0094 0.150
N -0.9644 -1.9402 -1.0419 -0.0264 -0.1388 -0.2444 0.065
C -2.1375 -2.0432 -1.0826 0.0332 0.3967 0.2757 -0.143
C -3.4841 -2.1620 -1.1253 0.0043 -0.2253 -0.0519 -0.237
C -4.1689 -2.7088 -0.0019 0.0047 0.0554 0.0136 -0.208
N -4.7168 -3.1469 0.9104 0.0048 0.0040 0.0208 0.171
C -4.1926 -1.8112 -2.3106 0.0162 -0.0485 -0.0040 -0.212
N -4.7718 -1.5321 -3.2646 -0.0103 0.0401 0.0075 0.159

=====

Entry 2:
82
Properties=species:S:1:pos:R:3:forces:R:3:lowdin_charge:R:1 method="wB97M-V/def2-TZVPD" lumo_ev="-6.60 / -8.93" multiplicity=3 e_tot_ha=-2145.49860 orbital_gap_ev="5.7 / 4.6" charge=+2
W 1.4623 2.6549 -0.1534 -0.9831 -4.4682 0.5897 1.735
C -0.4978 2.7140 0.9112 -1.2362 0.0808 -1.1426 -0.339
C -0.6714 3.3685 -0.3673 -0.4271 0.1011 0.6033 -0.323
C -0.4963 1.0749 -0.7413 0.0412 1.1137 -0.3995 -0.227
C -0.4168 1.2954 0.6649 0.3917 1.2668 -0.1540 -0.266
C -0.6416 2.3525 -1.3861 -0.4278 -0.2324 0.4759 -0.249
C -0.4398 3.3965 2.2288 -0.1468 0.1429 0.6070 -0.030
H -0.2442 4.4633 2.1090 -0.1042 -0.1707 0.0746 0.079
H 0.3491 2.9877 2.8727 -0.1584 0.0354 -0.0198 0.086
H -1.3905 3.2890 2.7646 0.1186 -0.0270 -0.0689 0.114
C -0.4814 0.2373 1.7068 0.2554 -0.4249 0.4518 -0.015
H -0.2362 0.6295 2.7002 -0.0857 -0.0321 -0.1769 0.079
H 0.1914 -0.6033 1.4910 -0.1972 0.0720 0.0153 0.062
H -1.5017 -0.1771 1.7687 0.3145 0.1763 -0.1097 0.121
C -0.5373 -0.2836 -1.3431 -0.1155 -0.6487 -0.4010 -0.058
H -1.5661 -0.6819 -1.3791 0.2100 0.3024 0.1661 0.116
H 0.0479 -1.0049 -0.7560 -0.1298 0.1637 -0.1053 0.056
H -0.1378 -0.3312 -2.3670 -0.3656 0.1975 0.6044 -0.033
C -0.8693 2.6104 -2.8403 -0.1112 -0.1183 -0.4367 -0.001
H -1.8954 2.9551 -3.0445 0.2435 -0.1994 0.2421 0.114
H -0.6899 1.7140 -3.4430 -0.0813 0.0948 0.1575 0.074
H -0.2164 3.3946 -3.2371 -0.2309 -0.1388 0.0737 0.070
C -0.9077 4.8315 -0.5357 -0.4814 0.4765 -0.2170 -0.011
H -1.9793 5.0423 -0.6341 0.1060 -0.0414 -0.0017 0.105
H -0.4221 5.2443 -1.4253 -0.0156 -0.1394 0.1018 0.089
H -0.5567 5.4009 0.3305 -0.0045 -0.1210 -0.2004 0.082
C 3.1137 2.8858 0.9302 1.5498 -0.3842 1.5579 -0.365
C 2.3642 4.1511 0.9037 -0.3199 1.4598 0.4710 -0.324
C 2.8265 5.3181 0.0770 0.2316 0.9932 -0.3980 -0.161
C 2.7875 5.0166 -1.4509 0.1518 1.1165 0.0283 -0.158
C 1.9747 3.7765 -1.7790 0.0300 1.0303 -1.6183 -0.308
C 2.6603 2.4655 -1.7967 0.0763 -0.1602 -1.7508 -0.336
C 4.1301 2.5507 -1.4380 0.7335 -0.5520 -0.0984 -0.191
C 4.3617 2.6852 0.0887 1.1948 0.0478 -0.0152 -0.183
H 3.8362 5.6304 0.3921 -0.2104 -0.1314 -0.1606 0.126
H 3.8236 4.9699 -1.8232 -0.5123 -0.1740 -0.0111 0.107
H 2.1996 6.2050 0.2664 0.0538 -0.4665 0.1384 0.120
H 5.0760 3.5152 0.2588 -0.2554 -0.4479 0.1278 0.130
H 3.1370 2.4296 1.9318 0.1863 0.2348 -0.2344 0.109
H 1.9362 4.4306 1.8590 0.0518 0.0044 0.0915 0.105
H 4.8498 1.7660 0.4435 0.0121 0.3505 0.0075 0.081
H 4.6800 1.6878 -1.8459 -0.3020 0.0154 0.3039 0.111
H 2.3729 1.7325 -2.5933 0.2195 0.8366 0.5918 0.005
H 4.6064 3.3992 -1.9525 -0.2880 -0.3535 0.1023 0.107
H 2.3596 5.8743 -2.0004 0.0692 -0.3276 0.3918 0.126
H 1.2440 3.9443 -2.5782 0.4116 -0.1028 0.4392 0.089
P 3.2931 -1.5250 2.0557 -1.9177 -3.9528 2.7216 0.832
C 4.7273 -2.3414 2.7408 0.8846 0.3584 -0.1555 -0.107
C 2.4858 -0.7097 3.4236 0.0759 1.4592 0.1492 -0.121
P 1.8186 -0.1863 -3.6715 0.1048 0.0557 -0.0608 0.902
C 3.5804 -0.7863 0.5804 1.0334 1.1094 -1.7905 0.026
C 1.5098 0.4014 -5.3683 -0.0562 -0.0120 -0.1173 -0.349
C 3.2662 -1.2875 -3.6908 -0.0751 -0.5467 0.1604 -0.360
H 4.6508 -3.4273 2.6607 -0.1726 0.0773 -0.1791 0.068
H 4.8630 -2.0741 3.7902 -0.1849 -0.0203 -0.0621 0.077
H 5.6280 -2.0173 2.2185 0.0928 -0.0946 -0.0476 0.076
H 3.2210 -0.4882 4.2066 -0.0845 -0.0633 -0.2127 0.078
H 1.7087 -1.3584 3.8393 0.1517 0.0111 -0.2700 0.094
H 2.0584 0.2534 3.1084 -0.0690 -0.3515 0.1280 0.045
H 4.2173 -0.7598 -3.5016 -0.2936 -0.2229 -0.2717 0.034
H 3.3030 -1.8859 -4.6172 0.2491 0.2046 0.4237 0.048
H 3.0619 -1.9624 -2.8301 0.4202 0.1417 -0.5414 0.004
H 2.8647 -0.8373 -0.2305 -0.1074 0.1040 -0.0517 0.055
H 4.5944 -0.3998 0.3835 -0.6725 -0.1692 0.0124 0.074
H 0.6272 -0.1826 -5.6940 0.4329 0.3633 -0.2789 0.043
H 2.3550 0.2883 -6.0654 -0.4295 0.0208 0.2085 0.047
H 1.2109 1.4623 -5.2922 0.1005 -0.4184 -0.2414 0.024
O 2.4127 -4.8948 -1.5382 -0.7197 0.3501 0.9129 0.076
C 2.7707 -5.4754 -0.3744 -0.0881 -0.0496 0.1688 -0.228
C 3.5814 -6.6221 -0.4014 -0.0398 0.2144 0.4129 0.026
C 4.0641 -7.1482 0.7942 -0.3145 0.0392 -0.4966 -0.032
C 3.7338 -6.5870 2.0311 -0.4175 0.7281 0.7890 -0.061
C 2.9148 -5.4622 2.0826 0.4598 -0.4419 -0.0751 -0.036
C 2.4186 -4.9075 0.8938 0.8157 0.3483 -0.7180 -0.087
C 1.8732 -3.5660 0.8447 -1.3487 -0.9929 -2.1116 -0.409
O 2.1960 -2.7645 1.8980 0.6281 2.0121 0.4412 -0.143
O 1.1578 -3.1614 -0.0798 1.3205 0.4562 1.6163 0.090
H 1.7405 -4.1870 -1.2881 0.7182 -0.8864 -0.6119 0.095
H 3.8280 -7.0599 -1.3639 0.0023 0.0675 0.1711 0.132
H 4.6926 -8.0313 0.7637 -0.0149 0.0938 -0.0151 0.122
H 4.1225 -6.9839 2.9735 -0.1442 -0.0651 -0.4932 0.118
H 2.6382 -4.9724 3.0208 0.1970 -0.3781 -0.2081 0.126

=====

Entry 3:
20
Properties=species:S:1:pos:R:3:forces:R:3:lowdin_charge:R:1 method="wB97M-V/def2-TZVPD" lumo_ev=-6.11 e_tot_ha=-398.76129 orbital_gap_ev=9.1 charge=+1
C 1.7241 1.6737 -1.2573 -0.6815 0.8881 1.5049 -0.181
C 0.2857 -0.0590 1.7354 1.4888 -0.8779 -2.9943 0.004
C -2.0083 -0.2130 0.2480 1.9375 1.2314 -1.8842 0.021
C -0.4950 0.3143 0.4170 -2.0346 1.9208 2.3880 -0.337
N 1.4393 2.3536 -0.2256 0.4158 -0.0824 -0.2655 0.184
N 1.2450 0.3632 -1.3268 -1.7211 -2.4365 0.3602 0.158
N 0.3205 -0.1541 -0.6237 1.0618 0.0875 -3.8340 0.037
O 1.1444 -2.4187 -1.3352 0.2303 -0.9357 1.1442 -0.038
H 2.3059 1.9530 -2.1374 -0.0857 -0.0391 0.1845 0.135
H 0.5103 -1.1442 1.8759 -0.4789 0.8542 -0.2152 0.106
H 1.2103 0.4799 1.5098 0.2971 -0.2822 0.8209 0.067
H -0.1585 0.3684 2.5543 -1.2305 0.8615 1.9711 0.059
H -2.3849 -0.8612 0.9948 0.0143 -0.5195 0.9392 0.067
H -1.9252 -0.7638 -0.6974 -0.7242 -0.1928 0.1198 0.073
H -2.7237 0.6154 0.0594 0.6756 -0.4197 0.2735 0.097
H -0.4235 1.4493 0.3638 -0.3672 -1.3665 0.2006 0.141
H 1.8197 3.2938 -0.2202 0.1527 0.2445 -0.1958 0.093
H 1.7618 -2.4727 -2.0549 0.3904 -0.0662 -0.7002 0.064
H 0.0443 -1.1105 -1.0418 1.1728 0.9656 0.8487 0.156
H 1.6396 -2.7696 -0.5635 -0.5135 0.1649 -0.6663 0.096

=====

Entry 4:
11
Properties=species:S:1:pos:R:3:forces:R:3:lowdin_charge:R:1 method="wB97M-V/def2-TZVPD" lumo_ev=-1.05 e_tot_ha=-956.59251 orbital_gap_ev=9.9 smiles="O=PCl.CC"
O -3.9079 1.7509 0.2159 -0.0510 0.2947 -0.1082 -0.550
P -3.3433 0.7681 -0.7036 -0.1071 0.4405 -0.1314 0.422
Cl -3.1193 -0.9439 0.3405 0.1012 -0.7478 0.2364 0.155
C 0.7250 -0.8305 -0.0431 0.8718 2.5862 -0.6918 -0.177
C 1.7316 0.3267 0.1045 1.6216 1.0559 -0.9602 -0.218
H 1.1758 -1.5881 0.5644 -0.8952 -0.7265 0.7999 0.050
H -0.2030 -0.2468 0.2584 0.4601 -2.2013 -0.4382 0.047
H 0.8641 -1.1854 -1.0894 -1.1414 0.3021 0.6067 0.073
H 1.4026 1.3140 -0.3224 -0.0428 -0.9838 0.2843 0.066
H 2.6701 0.0894 -0.4798 -0.7006 0.2599 0.8774 0.071
H 2.0044 0.5455 1.1546 -0.1165 -0.2800 -0.4750 0.062

=====

So what do the calculations give for energy above the lowest of the compared OMol25 structures with the same formula, charge and spin? Going down the list: 0.433; 0.000; 4.246; 1.197 eV.